{"formula": "C6H9ClS", "method": "ωB97M-V with the def2-TZVPD basis set", "homo_ev": -9.20, "lumo_energy_ev": 0.85, "gap_ha": 0.36918, "species": ["C", "C", "C", "C", "C", "C", "H", "H", "H", "H", "H", "H", "H", "H", "H", "S", "Cl"], "positions_angstrom": [[0.675114, -0.396425, 0.584487], [0.452369, -0.867207, -0.852873], [-0.229890, 0.303554, -1.586067], [-0.896413, 1.137741, -0.509540], [-0.206372, 0.817506, 0.821437], [-0.582021, -0.546248, 1.445432], [2.180439, -1.825070, 1.724385], [1.425789, -1.052453, -1.280555], [-0.132368, -1.783050, -0.946494], [0.542570, 0.955718, -1.974677], [-0.851758, 0.052405, -2.460573], [-1.937759, 0.893449, -0.496766], [-0.001488, 1.585731, 1.525628], [-0.517504, -0.560184, 2.516594], [-1.412036, -1.060201, 1.055967], [2.267598, -0.563568, 1.310297], [-0.776269, 2.908302, -0.876681]], "atomic_forces_ev_per_a": [[-1.50, -0.53, 0.57], [0.04, 0.28, -0.41], [0.73, 0.25, -0.23], [0.06, 0.28, 0.34], [-0.65, -1.66, -0.72], [1.28, 1.79, -0.42], [-0.15, -0.28, 0.01], [0.20, -0.19, -0.30], [0.02, -0.06, 0.33], [0.40, -0.02, -0.23], [-0.03, -0.07, 0.62], [-0.77, 0.24, 0.33], [0.40, 0.57, 0.19], [0.31, -0.14, 0.26], [-0.83, -0.68, -0.64], [0.64, 0.52, 0.23], [-0.15, -0.29, 0.06]]}

=====

{"formula": "C22H41BMgN6O4Si", "method": "ωB97M-V with the def2-TZVPD basis set", "homo_ev": [-9.03, -9.03], "lumo_energy_ev": [-2.22, -2.06], "gap_ha": [0.25017, 0.25613], "species": ["H", "N", "B", "N", "C", "Mg", "H", "C", "H", "C", "H", "C", "H", "H", "H", "N", "N", "N", "N", "C", "C", "H", "H", "C", "C", "C", "C", "H", "H", "H", "H", "H", "C", "C", "C", "C", "O", "Si", "O", "O", "C", "C", "C", "C", "O", "C", "C", "C", "C", "H", "H", "H", "H", "H", "H", "H", "H", "H", "H", "H", "H", "H", "H", "H", "H", "H", "H", "H", "H", "H", "H", "H", "H", "H", "H", "H"], "positions_angstrom": [[-1.595664, -1.702142, 2.120650], [-1.440831, -2.703594, 0.271657], [-1.680324, -4.273239, -1.701826], [-2.042241, -3.795409, -0.267540], [-2.926799, -4.315133, 0.622686], [0.037135, -1.644871, -0.920512], [-3.508928, -5.199885, 0.367206], [-2.896751, -3.532915, 1.777234], [-3.480973, -3.669025, 2.686107], [-1.944185, -2.530802, 1.504609], [-2.324074, -5.255443, -1.990190], [1.434478, -0.671676, -2.090616], [1.873771, 0.200509, -1.580794], [0.951368, -0.333917, -3.025242], [2.242966, -1.378229, -2.351350], [-0.160879, -4.592605, -1.749100], [-1.981448, -3.120636, -2.698828], [0.754229, -3.635187, -1.450713], [-1.374447, -1.914194, -2.561163], [0.474537, -5.757364, -2.039738], [-2.826368, -3.088483, -3.761766], [-0.098122, -6.645830, -2.304212], [-3.407002, -3.970362, -4.030461], [1.848521, -5.546118, -1.925943], [-2.763573, -1.817070, -4.332138], [1.971657, -4.193409, -1.550814], [-1.835698, -1.115103, -3.536922], [2.646779, -6.268990, -2.088577], [-3.313075, -1.450296, -5.197642], [2.861343, -3.597806, -1.346223], [-1.480590, -0.087124, -3.611381], [1.038935, -1.447908, 0.267882], [3.223071, 2.450871, -1.138334], [2.992886, 1.726733, 0.213384], [3.894754, 0.469065, 0.300214], [3.441896, 2.692020, 1.321072], [1.753370, 1.366724, 0.363867], [0.123131, 1.344027, 0.475512], [-0.538219, 0.089726, -0.344712], [-0.265184, 1.257140, 2.034505], [0.085418, 1.390458, 3.260247], [1.200640, 0.381726, 3.595677], [0.557754, 2.833459, 3.529256], [-1.124778, 1.111953, 4.160901], [-0.468368, 2.699885, -0.125810], [-1.489683, 3.436758, -0.327567], [-2.732924, 2.559853, -0.578628], [-1.728507, 4.330718, 0.899260], [-1.225682, 4.310118, -1.561522], [4.287905, 2.761669, -1.227069], [2.590561, 3.360938, -1.200254], [3.024441, 1.839020, -2.035010], [4.968271, 0.739602, 0.201449], [3.756236, -0.041349, 1.277495], [3.676788, -0.273410, -0.490045], [2.850983, 3.630215, 1.282035], [3.370398, 2.229494, 2.323440], [4.511238, 2.968446, 1.180698], [2.084495, 0.532338, 2.950276], [1.525666, 0.490114, 4.653460], [0.845957, -0.659103, 3.438519], [-0.251997, 3.564451, 3.339639], [0.891417, 2.953140, 4.582710], [1.395727, 3.108635, 2.879358], [-1.946785, 1.825049, 3.934577], [-1.499783, 0.078822, 4.005740], [-0.844575, 1.229439, 5.231584], [-2.938976, 1.915884, 0.305024], [-3.628306, 3.190713, -0.763423], [-2.574461, 1.900520, -1.459591], [-0.834203, 4.957201, 1.108092], [-2.599144, 5.001356, 0.734161], [-1.943303, 3.707509, 1.793030], [-0.331271, 4.950519, -1.402221], [-1.043464, 3.673794, -2.455424], [-2.097137, 4.968016, -1.769910]], "atomic_forces_ev_per_a": [[-0.15, -0.27, -0.26], [-0.20, -0.22, 0.43], [-0.18, 0.05, 0.08], [-0.25, 0.05, 0.75], [0.30, 0.35, -0.04], [-4.60, -1.70, -1.38], [0.22, 0.37, 0.12], [0.04, -0.10, -0.21], [0.24, 0.05, -0.41], [0.02, -0.43, -0.67], [0.14, 0.18, 0.04], [3.71, 2.40, -2.63], [-0.72, -0.70, 0.16], [-0.56, -0.50, 0.76], [-0.71, -0.30, 0.50], [0.83, -0.31, -0.04], [-0.21, 0.52, -0.62], [0.39, -0.33, -0.06], [-0.20, 0.11, -0.47], [0.05, 0.55, 0.15], [0.31, 0.27, 0.26], [0.25, 0.37, 0.11], [0.23, 0.38, 0.11], [-0.12, 0.05, 0.02], [0.03, -0.16, 0.13], [-0.75, -0.25, -0.11], [-0.04, -0.76, 0.32], [-0.37, 0.31, 0.07], [0.22, -0.18, 0.38], [-0.31, -0.27, -0.08], [-0.18, -0.39, 0.04], [1.91, 0.84, 2.11], [0.50, 0.46, -0.29], [4.45, 1.15, -0.73], [0.60, -0.27, 0.06], [0.67, 0.51, 0.23], [-4.80, -1.38, 0.51], [-0.15, -1.40, -0.70], [1.31, 0.69, 0.98], [-2.19, -0.84, -5.30], [1.68, 0.69, 5.12], [0.46, -0.23, 0.60], [0.18, 0.44, 0.67], [-0.36, -0.06, 0.64], [5.66, -2.81, 0.61], [-4.86, 3.07, -0.90], [-0.71, -0.02, -0.11], [-0.49, 0.55, 0.36], [-0.18, 0.55, -0.52], [-0.65, -0.10, 0.13], [0.29, -0.51, 0.08], [-0.11, 0.04, 0.46], [-0.62, -0.12, 0.10], [0.03, 0.36, -0.50], [-0.03, 0.41, 0.29], [0.23, -0.53, 0.11], [-0.15, 0.23, -0.49], [-0.66, -0.15, 0.03], [-0.42, 0.00, 0.23], [-0.17, -0.15, -0.60], [0.10, 0.57, 0.09], [0.29, -0.47, 0.11], [-0.20, -0.03, -0.58], [-0.18, -0.17, 0.12], [0.47, -0.42, 0.08], [0.20, 0.54, 0.06], [-0.24, -0.10, -0.64], [0.17, 0.35, -0.52], [0.46, -0.39, 0.09], [-0.04, 0.37, 0.55], [-0.47, -0.39, -0.14], [0.51, -0.33, 0.14], [0.15, 0.30, -0.51], [-0.49, -0.38, -0.05], [-0.11, 0.33, 0.55], [0.54, -0.35, 0.06]]}

=====

{"formula": "C36H48N4O8PS2Sm", "method": "ωB97M-V with the def2-TZVPD basis set", "homo_ev": [-8.28, -8.30], "s_squared": 8.760, "spin_multiplicity": 6, "lumo_energy_ev": [-0.01, -0.01], "gap_ha": [0.30365, 0.30458], "species": ["Sm", "C", "C", "N", "O", "C", "C", "N", "O", "H", "H", "H", "H", "H", "H", "H", "C", "C", "C", "C", "C", "C", "P", "C", "C", "C", "C", "C", "C", "C", "C", "C", "C", "C", "C", "H", "H", "H", "H", "H", "H", "H", "H", "H", "H", "H", "H", "H", "H", "H", "H", "H", "H", "H", "H", "H", "H", "H", "H", "H", "H", "H", "H", "H", "H", "H", "H", "H", "O", "S", "O", "N", "C", "O", "C", "C", "C", "C", "C", "C", "H", "H", "H", "H", "O", "S", "O", "N", "C", "O", "C", "C", "C", "C", "C", "C", "H", "H", "H", "H"], "positions_angstrom": [[-0.934828, 0.540021, 0.247258], [-1.596822, -0.446038, 5.358773], [-1.405328, -0.140717, 3.907544], [-1.878532, -0.828727, 2.945278], [-2.545438, -1.958374, 3.361194], [-0.602842, 1.042825, 3.449376], [-0.470773, 2.296254, 4.231619], [-0.104704, 0.885190, 2.289825], [0.437027, 1.882656, 1.589408], [-0.740634, -1.012274, 5.740893], [-2.489044, -1.046980, 5.506854], [-1.667085, 0.475754, 5.938349], [-3.097523, -2.174105, 2.593729], [-1.411819, 2.543453, 4.729156], [-0.190042, 3.099808, 3.551644], [0.304142, 2.205264, 4.998218], [3.028291, -1.881241, -4.395206], [2.720722, -2.839231, -3.226604], [1.997398, -2.125782, -2.071466], [2.529224, -0.691681, -1.913506], [2.153460, 0.136973, -3.174642], [2.015673, -0.741084, -4.430073], [1.884015, 0.131686, -0.398687], [2.675524, 1.799633, -0.412141], [4.158236, 1.865578, -0.820000], [4.591449, 3.315359, -1.139168], [3.771599, 4.329174, -0.341436], [2.280213, 4.262293, -0.727087], [1.882289, 2.853964, -1.203214], [2.727549, -0.684162, 1.040282], [4.189973, -1.163002, 0.813093], [4.324750, -2.681136, 0.935842], [3.898902, -3.167824, 2.327594], [2.629673, -2.439283, 2.830997], [1.868828, -1.795469, 1.675681], [3.039500, -2.424341, -5.340827], [4.030217, -1.453752, -4.272631], [3.651112, -3.278563, -2.855061], [2.101918, -3.670242, -3.576825], [2.112661, -2.702371, -1.155511], [0.925172, -2.080614, -2.268382], [3.617713, -0.746064, -1.837214], [2.922058, 0.894620, -3.348140], [1.216092, 0.669002, -3.014354], [2.146787, -0.127911, -5.324222], [1.000832, -1.151399, -4.486194], [2.581252, 2.083031, 0.635845], [4.347413, 1.236425, -1.694892], [4.773943, 1.467106, -0.010503], [4.466491, 3.516189, -2.209479], [5.654869, 3.438416, -0.926418], [4.156351, 5.337758, -0.503408], [3.893018, 4.122565, 0.727347], [2.066709, 4.987437, -1.515833], [1.665294, 4.537293, 0.134222], [2.083312, 2.744681, -2.271856], [0.810377, 2.725631, -1.083617], [2.743303, 0.131892, 1.768293], [4.837818, -0.697292, 1.565469], [4.575216, -0.833050, -0.151994], [5.355584, -2.976157, 0.738293], [3.716083, -3.166889, 0.164603], [4.720513, -2.999704, 3.030017], [3.732616, -4.246381, 2.300711], [2.907828, -1.648874, 3.537100], [1.982423, -3.128874, 3.376873], [0.926060, -1.388588, 2.028799], [1.612732, -2.561044, 0.940780], [-2.766051, 1.612302, -1.871230], [-2.185934, 0.675786, -2.818421], [-1.690236, 1.201400, -4.050326], [-1.047434, -0.117307, -1.953725], [-1.533252, -1.299170, -1.490734], [-1.074385, -1.819509, -0.461194], [-2.707678, -1.774378, -2.275071], [-3.309735, -3.013130, -2.256244], [-4.405247, -3.206518, -3.089303], [-4.878412, -2.177878, -3.902186], [-4.277180, -0.923865, -3.908027], [-3.193400, -0.752194, -3.078179], [-2.934138, -3.794646, -1.606289], [-4.902930, -4.168582, -3.106880], [-5.736139, -2.355043, -4.538596], [-4.651192, -0.119010, -4.528338], [-5.234520, -0.775994, -0.786108], [-4.659374, -0.663418, 0.518354], [-4.534644, -1.868100, 1.302109], [-3.222681, 0.117015, 0.507956], [-3.335634, 1.363723, 1.002859], [-2.374281, 2.162700, 1.023276], [-4.675141, 1.669696, 1.571533], [-5.091891, 2.821299, 2.208485], [-6.396886, 2.851482, 2.688827], [-7.244353, 1.754409, 2.525628], [-6.817301, 0.601771, 1.877373], [-5.519660, 0.592927, 1.410868], [-4.412825, 3.659903, 2.321366], [-6.762946, 3.736446, 3.194674], [-8.255963, 1.799045, 2.910082], [-7.475344, -0.249867, 1.747093]], "atomic_forces_ev_per_a": [[1.37, 0.03, 0.55], [0.13, 0.06, 0.02], [0.39, 0.40, 0.04], [-0.07, -0.06, 0.06], [-0.03, -0.04, 0.04], [-0.16, -0.53, 0.52], [-0.05, 0.17, 0.17], [0.58, 0.26, 0.57], [0.09, 0.26, 0.12], [-0.06, 0.04, -0.04], [-0.03, 0.01, 0.00], [0.02, -0.05, -0.03], [-0.13, -0.07, -0.12], [0.07, 0.00, -0.01], [-0.01, -0.03, 0.02], [-0.04, 0.01, 0.00], [0.00, 0.03, 0.11], [0.00, 0.05, 0.00], [0.08, 0.12, -0.13], [-0.26, -0.13, -0.25], [0.08, -0.14, 0.02], [-0.02, -0.03, 0.08], [0.60, -0.14, -0.11], [0.09, 0.13, -0.20], [0.01, 0.13, 0.00], [-0.08, -0.04, 0.01], [-0.02, -0.06, -0.02], [0.06, -0.07, 0.03], [0.31, 0.02, 0.00], [0.12, -0.09, 0.00], [-0.01, 0.00, 0.16], [-0.11, 0.02, 0.01], [-0.02, 0.11, 0.01], [0.13, 0.00, -0.05], [0.19, -0.11, -0.16], [0.00, -0.02, -0.01], [-0.04, -0.02, -0.01], [-0.01, 0.00, -0.02], [0.02, 0.03, 0.01], [-0.01, -0.01, 0.06], [-0.01, 0.01, -0.01], [0.02, -0.02, -0.07], [0.00, -0.02, 0.01], [-0.05, 0.04, 0.02], [-0.01, 0.00, 0.04], [0.06, 0.02, 0.01], [0.01, 0.04, 0.12], [0.02, 0.05, 0.06], [-0.01, 0.03, 0.01], [-0.02, -0.01, 0.07], [0.01, -0.02, -0.03], [-0.01, 0.00, 0.02], [-0.01, -0.01, -0.05], [-0.01, -0.02, 0.00], [0.03, -0.01, -0.04], [0.00, 0.01, 0.04], [-0.29, -0.05, 0.05], [-0.01, 0.06, 0.06], [-0.04, -0.03, -0.04], [0.00, -0.03, 0.07], [0.05, -0.02, -0.01], [0.06, 0.04, 0.08], [-0.03, -0.02, -0.01], [-0.02, 0.00, -0.01], [-0.01, -0.03, -0.01], [0.02, 0.01, -0.02], [-0.14, 0.12, 0.05], [-0.05, -0.03, -0.06], [0.05, -0.04, -0.41], [0.13, 0.07, 0.05], [0.03, -0.06, -0.15], [-0.30, -0.49, -0.84], [0.02, -0.37, -0.85], [-0.05, -0.03, -0.18], [0.10, 0.18, -0.01], [-0.07, -0.09, 0.03], [-0.06, 0.04, -0.07], [-0.02, -0.11, 0.03], [-0.05, 0.02, 0.05], [-0.07, -0.09, -0.01], [-0.03, 0.03, -0.05], [0.02, 0.05, 0.00], [0.02, -0.01, 0.02], [0.03, -0.04, 0.03], [0.00, -0.08, -0.15], [0.21, 0.02, 0.40], [-0.01, -0.06, -0.06], [-1.36, 0.30, -0.12], [-0.51, 0.15, 0.18], [-0.70, 0.21, 0.22], [0.11, -0.05, -0.06], [-0.07, 0.11, 0.07], [0.01, -0.05, -0.03], [-0.01, 0.10, 0.05], [-0.04, -0.06, -0.03], [-0.14, 0.02, 0.11], [-0.08, -0.08, -0.01], [0.01, -0.04, -0.02], [0.04, 0.03, 0.00], [0.07, 0.07, 0.00]]}

=====

{"formula": "C3H8S2", "method": "ωB97M-V with the def2-TZVPD basis set", "homo_ev": -7.67, "lumo_energy_ev": -2.96, "gap_ha": 0.17307, "species": ["C", "C", "C", "S", "S", "H", "H", "H", "H", "H", "H", "H", "H"], "positions_angstrom": [[2.800728, 2.023189, -1.031514], [3.508084, 1.041665, -0.040142], [-3.683327, 0.414252, 0.290102], [-5.116894, -0.108798, -0.637683], [3.422077, -1.572958, 0.902037], [1.702437, 1.858852, -1.250560], [3.380889, 2.450120, -1.898373], [3.943652, 1.356665, 0.818154], [2.647317, 0.538280, 0.455363], [3.964087, 0.262627, -0.624764], [-3.253366, -0.518977, 0.613958], [-3.417206, 1.471904, 0.710270], [2.396347, -1.386025, 1.635611]], "atomic_forces_ev_per_a": [[1.14, -2.04, 0.06], [-5.57, 1.57, -2.42], [-4.37, -0.55, -1.55], [3.86, 2.25, 2.32], [1.88, -0.53, -1.41], [1.31, 0.66, 0.64], [-0.62, -0.66, 0.88], [2.18, 1.18, 2.03], [0.06, -0.02, -0.34], [1.35, -0.58, -0.60], [1.07, 0.43, 0.41], [-0.56, -2.14, -1.18], [-1.72, 0.43, 1.14]]}

=====

Energy relative to the best compared isomer or geometry (same formula, charge and spin) across the listed records, respectively: 0.236; 6.455; 0.000; 8.012 eV.